{
  "formula": "C41H34Br2F4IN5O3PSW",
  "method": "ωB97M-V/def2-TZVPD",
  "species": ["W", "C", "C", "N", "C", "C", "C", "O", "C", "C", "N", "C", "C", "C", "C", "C", "C", "I", "C", "O", "H", "H", "H", "H", "H", "H", "H", "H", "H", "H", "H", "H", "F", "C", "C", "F", "C", "F", "C", "P", "C", "C", "C", "C", "C", "C", "C", "C", "C", "C", "C", "C", "C", "Br", "C", "F", "H", "H", "H", "H", "H", "H", "H", "H", "H", "H", "Br", "C", "C", "C", "C", "C", "N", "H", "H", "H", "H", "O", "C", "N", "C", "C", "N", "C", "S", "H", "H", "H", "H", "H", "H", "H", "H"],
  "positions_angstrom": [[0.621, -0.364, -0.608], [-1.972, 3.501, -1.262], [-2.113, 2.815, 0.060], [-2.832, 3.369, 1.012], [-2.923, 2.753, 2.204], [-2.320, 1.553, 2.504], [-2.524, 0.917, 3.844], [-3.564, -0.068, 3.794], [-1.569, 0.924, 1.482], [-0.901, -0.362, 1.704], [0.416, -0.421, 1.566], [1.070, -1.392, 2.398], [0.636, -1.522, 3.725], [1.220, -2.418, 4.595], [2.290, -3.200, 4.168], [2.768, -3.045, 2.883], [2.166, -2.140, 2.010], [2.958, -1.961, 0.114], [-1.458, 1.575, 0.272], [-0.714, 1.067, -0.706], [-2.518, 4.440, -1.241], [-2.348, 2.871, -2.071], [-0.920, 3.696, -1.482], [-3.506, 3.265, 2.962], [-2.784, 1.669, 4.590], [-1.612, 0.423, 4.184], [-3.877, -0.093, 2.884], [-1.467, -1.059, 2.314], [-0.173, -0.894, 4.071], [0.853, -2.494, 5.609], [2.761, -3.907, 4.836], [3.614, -3.628, 2.545], [0.671, 3.904, -7.097], [0.926, 3.311, -5.946], [2.101, 3.565, -5.269], [2.998, 4.403, -5.769], [2.337, 2.928, -4.067], [3.519, 3.200, -3.509], [1.444, 2.040, -3.463], [1.978, 1.331, -1.829], [2.403, 2.761, -0.753], [3.614, 3.458, -0.834], [3.875, 4.520, 0.014], [2.940, 4.914, 0.962], [1.747, 4.222, 1.068], [1.488, 3.153, 0.222], [3.557, 0.550, -2.284], [4.649, 0.546, -1.419], [5.811, -0.125, -1.769], [5.883, -0.815, -2.971], [4.788, -0.839, -3.822], [3.629, -0.158, -3.482], [0.280, 1.762, -4.198], [-1.051, 0.505, -3.765], [0.033, 2.403, -5.407], [-1.071, 2.154, -6.104], [4.371, 3.170, -1.545], [4.818, 5.044, -0.070], [3.149, 5.749, 1.618], [1.008, 4.505, 1.806], [0.553, 2.632, 0.330], [4.594, 1.058, -0.467], [6.659, -0.113, -1.097], [6.791, -1.338, -3.242], [4.835, -1.384, -4.756], [2.774, -0.190, -4.148], [1.479, -4.229, -2.351], [0.426, -4.549, -0.817], [0.167, -5.892, -0.530], [-0.534, -6.209, 0.611], [-0.948, -5.167, 1.438], [-0.642, -3.879, 1.055], [0.031, -3.546, -0.055], [0.530, -6.655, -1.202], [-0.742, -7.242, 0.855], [-1.489, -5.339, 2.358], [-0.947, -3.056, 1.686], [0.812, -1.303, -1.988], [-4.112, -2.973, 2.086], [-4.718, -1.909, 1.320], [-6.007, -1.325, 1.693], [-6.271, -0.349, 0.542], [-4.923, -0.170, 0.016], [-4.081, -1.152, 0.404], [-2.528, -1.337, -0.195], [-4.866, -3.731, 2.297], [-3.705, -2.604, 3.032], [-3.323, -3.420, 1.484], [-5.930, -0.813, 2.658], [-6.768, -2.099, 1.777], [-6.699, 0.591, 0.881], [-6.923, -0.788, -0.216], [-4.674, 0.449, -0.735]],
  "forces_ev_per_angstrom": [[1.74, 0.49, -0.49], [-0.02, 0.02, -0.01], [0.14, -0.34, 0.04], [-0.09, 0.02, 0.24], [0.02, 0.19, -0.17], [-0.01, -0.33, -0.25], [-0.06, -0.07, -0.03], [0.12, -0.11, -0.04], [-0.37, 0.27, 0.21], [0.19, 1.60, 0.78], [-0.04, -1.62, -0.29], [-0.19, 0.32, 0.40], [-0.08, -0.02, -0.18], [0.13, -0.13, -0.01], [-0.11, 0.09, 0.10], [-0.02, 0.11, -0.12], [0.32, -0.43, 0.24], [-0.25, 0.59, 0.24], [-0.04, 0.15, -0.28], [-0.35, 0.72, 0.18], [0.00, 0.00, -0.01], [0.00, -0.01, 0.01], [0.00, 0.01, 0.00], [0.02, 0.02, 0.01], [-0.07, 0.01, -0.03], [-0.01, 0.09, 0.06], [-0.08, 0.04, 0.01], [0.38, -0.17, 0.15], [0.05, -0.01, 0.04], [0.01, -0.01, 0.00], [-0.01, 0.00, 0.01], [-0.01, -0.01, 0.00], [0.00, 0.00, 0.00], [0.05, 0.00, 0.03], [-0.03, 0.00, -0.04], [0.00, 0.00, 0.00], [0.01, 0.00, 0.03], [-0.03, -0.03, -0.05], [0.00, 0.02, -0.04], [0.26, 0.07, 0.20], [0.06, -0.03, -0.07], [0.04, -0.08, 0.04], [0.00, 0.01, 0.02], [0.01, -0.01, -0.02], [-0.01, 0.00, 0.00], [-0.07, -0.02, -0.03], [-0.04, -0.02, -0.08], [0.00, 0.02, -0.04], [-0.01, -0.01, 0.01], [0.00, 0.00, 0.00], [-0.01, 0.00, -0.01], [-0.02, -0.02, 0.01], [-0.23, 0.04, -0.11], [0.07, -0.02, 0.21], [0.05, 0.00, 0.04], [0.00, 0.00, 0.01], [0.00, 0.00, 0.03], [0.00, 0.00, 0.00], [0.00, 0.00, 0.00], [0.00, 0.01, 0.00], [-0.02, -0.01, 0.01], [0.02, 0.01, 0.01], [0.00, 0.00, 0.00], [0.00, 0.00, 0.00], [0.00, 0.00, 0.00], [0.01, 0.00, -0.01], [-0.04, -0.02, -0.21], [-0.09, -0.32, 0.38], [0.12, 0.02, -0.25], [-0.08, 0.19, 0.15], [0.08, -0.10, -0.15], [-0.02, 0.10, 0.14], [0.07, -0.16, -0.03], [-0.03, 0.00, 0.01], [-0.01, 0.00, 0.01], [0.01, -0.05, 0.00], [-0.03, 0.03, -0.04], [-0.55, -0.44, -0.47], [-0.03, -0.04, -0.07], [0.10, 0.08, 0.05], [0.01, -0.03, -0.01], [-0.01, -0.03, -0.05], [0.17, 0.08, 0.18], [-0.44, 0.13, -0.08], [-0.57, -0.81, -0.50], [0.00, 0.00, 0.01], [0.01, -0.01, -0.01], [0.02, 0.01, 0.03], [-0.02, -0.01, 0.01], [-0.01, 0.01, -0.01], [0.01, 0.00, -0.01], [-0.02, 0.00, 0.02], [-0.02, -0.05, -0.05]],
  "charge": 1,
  "gap_ev": [6.681, 6.682]
}

=====

{
  "formula": "C2H7N3S",
  "method": "ωB97M-V/def2-TZVPD",
  "species": ["C", "C", "N", "N", "N", "S", "H", "H", "H", "H", "H", "H", "H"],
  "positions_angstrom": [[0.742, -1.212, 0.975], [0.507, 0.864, -0.064], [-1.412, 1.997, -0.847], [0.913, -0.420, -0.190], [-0.891, 1.002, -0.395], [-1.767, -1.389, -1.445], [-0.337, -1.239, 1.270], [1.032, -2.305, 0.814], [1.274, -0.852, 1.910], [0.574, 1.190, 0.933], [1.101, 1.351, -0.848], [-2.393, 1.913, -1.116], [0.656, -0.899, -0.998]],
  "forces_ev_per_angstrom": [[-0.82, -2.19, 1.84], [0.29, 1.90, -2.52], [1.77, 1.51, 0.10], [2.16, -2.01, 2.07], [-3.30, -1.84, -0.91], [0.03, 0.61, 0.26], [0.46, -0.14, 0.00], [-0.20, 1.56, 0.09], [-0.18, -0.13, -1.35], [0.71, 0.87, 1.20], [-0.27, 1.34, 0.59], [-0.18, -0.88, 0.26], [-0.47, -0.60, -1.63]],
  "de_lowest_ev": 5.098,
  "gap_ev": [6.763, 6.771]
}

=====

{
  "formula": "C6H9N",
  "method": "ωB97M-V/def2-TZVPD",
  "species": ["C", "C", "C", "C", "C", "C", "N", "H", "H", "H", "H", "H", "H", "H", "H", "H"],
  "positions_angstrom": [[2.683, 0.704, 1.916], [1.744, 0.103, 0.969], [0.971, -0.392, 0.189], [0.014, -0.991, -0.746], [-1.391, -0.483, -0.490], [-1.903, 0.732, -1.152], [-2.339, -0.597, -1.591], [2.793, 1.776, 1.723], [3.674, 0.242, 1.839], [2.331, 0.577, 2.945], [0.037, -2.085, -0.652], [0.305, -0.762, -1.778], [-1.755, -0.676, 0.520], [-1.278, 1.283, -1.854], [-2.611, 1.349, -0.604], [-3.274, -0.781, -1.235]],
  "forces_ev_per_angstrom": [[0.06, 0.05, 0.07], [-0.31, -0.21, -0.30], [0.38, 0.15, 0.31], [0.00, -0.02, -0.07], [0.09, -0.01, 0.21], [0.03, 0.35, 0.05], [-0.21, -0.10, -0.03], [0.00, -0.15, 0.04], [-0.18, 0.06, -0.01], [0.06, 0.03, -0.16], [-0.03, 0.15, 0.01], [-0.11, 0.00, 0.12], [0.04, 0.03, -0.18], [-0.08, -0.21, 0.11], [0.11, -0.08, -0.07], [0.16, -0.05, -0.10]],
  "de_lowest_ev": 2.804,
  "smiles": "CC#CC[C@H]1CN1",
  "gap_ev": 10.431
}

=====

{
  "formula": "C30H73FN6O3",
  "method": "ωB97M-V/def2-TZVPD",
  "species": ["F", "C", "C", "N", "C", "C", "N", "C", "C", "H", "H", "H", "H", "H", "H", "H", "H", "H", "H", "H", "C", "C", "C", "C", "N", "C", "C", "C", "C", "C", "H", "H", "H", "H", "H", "H", "H", "H", "H", "H", "H", "H", "H", "H", "H", "H", "H", "H", "H", "H", "C", "N", "C", "C", "C", "C", "O", "H", "H", "H", "H", "H", "H", "H", "H", "H", "H", "H", "H", "H", "H", "C", "N", "C", "C", "C", "C", "O", "H", "H", "H", "H", "H", "H", "H", "H", "H", "H", "H", "H", "H", "H", "C", "N", "C", "C", "C", "C", "O", "H", "H", "H", "H", "H", "H", "H", "H", "H", "H", "H", "H", "H", "H"],
  "positions_angstrom": [[-0.959, -23.872, -16.295], [-4.516, -18.512, -20.650], [-6.069, -18.469, -20.677], [-6.717, -19.628, -20.098], [-6.184, -20.541, -19.161], [-7.238, -21.448, -18.838], [-8.407, -20.972, -19.485], [-8.080, -19.846, -20.221], [-9.674, -21.633, -19.314], [-4.037, -17.616, -21.046], [-4.171, -19.405, -21.170], [-4.094, -18.580, -19.648], [-6.337, -18.380, -21.730], [-6.571, -17.627, -20.202], [-5.128, -20.495, -18.939], [-7.345, -22.408, -18.356], [-8.698, -19.280, -20.902], [-9.649, -22.240, -18.410], [-9.784, -22.394, -20.087], [-10.509, -20.938, -19.404], [0.169, -14.582, -14.381], [1.491, -14.840, -15.090], [2.117, -16.309, -14.718], [2.524, -16.321, -13.213], [3.055, -17.632, -12.541], [3.467, -17.326, -11.095], [4.835, -17.957, -10.822], [5.127, -18.760, -12.106], [4.374, -18.042, -13.199], [1.966, -18.755, -12.610], [0.151, -14.405, -13.306], [-0.439, -15.485, -14.340], [-0.280, -13.721, -14.877], [2.249, -14.061, -15.012], [1.251, -14.820, -16.153], [2.977, -16.464, -15.370], [1.409, -17.106, -14.944], [1.675, -16.063, -12.580], [3.346, -15.642, -12.988], [2.767, -17.739, -10.369], [3.487, -16.258, -10.875], [4.825, -18.661, -9.990], [5.535, -17.138, -10.653], [4.879, -19.814, -11.978], [6.207, -18.686, -12.234], [4.272, -18.479, -14.192], [4.929, -17.123, -13.388], [2.317, -19.576, -11.985], [1.970, -19.046, -13.660], [1.001, -18.411, -12.238], [8.009, -30.194, -13.545], [6.492, -29.808, -13.786], [6.168, -30.214, -15.296], [5.652, -30.643, -12.823], [6.310, -28.244, -13.649], [4.961, -27.650, -13.984], [4.631, -27.724, -15.338], [8.694, -29.900, -14.341], [8.203, -31.242, -13.317], [8.359, -29.564, -12.727], [5.101, -30.390, -15.438], [6.543, -31.234, -15.386], [6.689, -29.629, -16.053], [5.917, -30.453, -11.783], [5.948, -31.669, -13.042], [4.600, -30.469, -13.047], [7.054, -27.783, -14.300], [6.651, -28.018, -12.639], [5.042, -26.598, -13.712], [4.175, -28.088, -13.369], [3.883, -27.128, -15.422], [-2.797, -31.956, -20.471], [-2.349, -30.466, -20.116], [-2.757, -30.109, -18.612], [-0.866, -30.271, -20.250], [-3.168, -29.567, -21.157], [-3.338, -28.038, -20.759], [-2.077, -27.375, -20.527], [-2.707, -32.075, -21.550], [-3.836, -32.164, -20.217], [-2.164, -32.656, -19.926], [-3.799, -30.424, -18.662], [-2.531, -29.062, -18.410], [-2.133, -30.798, -18.042], [-0.525, -30.393, -21.278], [-0.426, -31.107, -19.707], [-0.452, -29.370, -19.798], [-4.162, -30.009, -21.219], [-2.746, -29.803, -22.135], [-3.919, -28.027, -19.837], [-3.922, -27.500, -21.505], [-2.048, -27.015, -19.638], [-3.209, -23.247, -7.168], [-4.396, -24.197, -7.541], [-5.036, -24.627, -6.201], [-5.500, -23.422, -8.292], [-4.005, -25.475, -8.435], [-3.323, -25.190, -9.789], [-4.137, -24.319, -10.580], [-2.773, -22.982, -8.131], [-2.514, -23.781, -6.521], [-3.646, -22.409, -6.624], [-5.918, -25.221, -6.440], [-5.443, -23.802, -5.616], [-4.312, -25.142, -5.569], [-6.297, -24.102, -8.592], [-5.133, -22.772, -9.087], [-5.881, -22.651, -7.621], [-4.944, -26.029, -8.428], [-3.285, -26.022, -7.827], [-3.107, -26.088, -10.368], [-2.372, -24.704, -9.570], [-3.576, -24.174, -11.346]],
  "forces_ev_per_angstrom": [[-0.07, -0.13, 0.09], [-0.47, -0.27, 0.91], [0.90, 1.12, -0.66], [-2.45, -2.01, 1.61], [-2.58, -1.13, -1.11], [0.43, 2.61, -1.70], [3.03, 2.04, -0.38], [2.04, -2.13, 1.18], [-0.62, -0.93, -0.78], [-0.48, -0.09, -0.41], [0.01, 0.18, -0.28], [-0.28, -0.04, 0.25], [-0.26, -0.37, -0.02], [0.73, 0.35, 0.16], [-0.23, -0.30, 0.18], [0.55, 0.34, 0.38], [-0.21, -0.11, 0.26], [-0.21, 0.69, 0.29], [-0.07, 0.19, -0.34], [0.15, -0.10, 0.40], [0.10, 0.04, 0.65], [0.35, -2.05, 0.40], [0.16, 1.45, 0.36], [-0.03, -0.46, 0.18], [-0.81, 0.19, -0.54], [-0.37, -0.28, 0.99], [-0.51, -0.20, -0.82], [0.96, -0.01, 0.41], [0.18, 0.43, 0.35], [1.82, 0.70, -0.15], [0.85, 0.69, 0.12], [-0.39, 0.00, -1.08], [-0.55, -0.31, 0.20], [-0.01, -0.02, 0.57], [0.16, -0.48, -0.10], [0.16, -0.05, 0.14], [-0.25, 0.18, 0.07], [-0.04, 0.18, -0.13], [-0.22, 0.29, -0.31], [-0.52, -0.07, -0.55], [-0.12, 0.03, -0.63], [-0.01, 0.45, 0.18], [0.28, -0.40, 0.01], [-0.16, 0.06, -0.15], [-0.06, -0.33, -0.54], [-0.47, -0.46, 0.36], [-0.25, 0.32, 0.09], [0.00, 0.02, -0.14], [-0.45, -0.13, 0.20], [0.24, 0.29, -0.20], [-0.37, 1.47, 0.37], [1.05, 0.12, -1.87], [0.24, -1.59, 1.59], [0.62, 0.24, -0.99], [0.91, -1.16, -0.13], [0.03, -0.12, 0.84], [0.13, -0.29, -0.26], [-0.73, 0.01, -0.60], [-0.75, 0.03, -0.06], [-0.28, -0.27, 0.38], [-0.01, 1.02, 0.07], [0.40, -0.02, 0.13], [-0.35, 0.49, 0.54], [-0.04, 0.39, -0.18], [-0.38, -0.03, 0.02], [0.14, -0.05, 0.20], [0.08, -0.34, -0.24], [-0.46, 0.03, 0.14], [0.13, 0.10, 0.39], [-0.12, -0.11, 0.21], [-0.19, 0.05, -0.55], [0.83, 1.25, 0.35], [-1.56, 0.90, -0.22], [0.42, -1.52, -2.75], [0.38, -1.32, 0.07], [0.21, 0.36, 0.97], [1.23, -1.02, 0.64], [-0.66, -0.89, -0.57], [0.32, 0.04, 0.14], [0.04, 0.59, 0.25], [0.11, 0.19, -0.12], [-0.01, 0.51, 0.91], [-0.22, -0.28, -0.06], [-0.29, 0.21, 0.31], [-0.33, 0.29, -0.05], [0.07, -0.06, 0.08], [-0.74, 0.21, -0.27], [-0.12, 0.05, 0.39], [0.49, 0.51, 0.13], [-0.17, 0.03, -0.03], [0.15, -0.27, -0.27], [-0.10, 0.28, 0.07], [-1.27, -1.23, -1.00], [-0.25, 0.63, 0.07], [-0.06, -0.39, -0.80], [0.51, 0.99, 0.84], [0.19, 0.79, 1.18], [-1.00, 1.00, 0.68], [0.69, -0.48, 0.29], [0.17, 0.33, 0.36], [-0.07, -0.06, -0.20], [0.12, 0.02, -0.26], [0.31, -0.40, 0.03], [0.44, 0.50, -0.48], [-0.05, -0.22, -0.35], [0.30, 0.09, -0.08], [0.38, -0.98, -0.34], [-0.26, -0.47, 0.55], [0.12, 0.00, -0.51], [-0.08, -0.07, 0.10], [-0.14, -0.42, 0.53], [0.23, 0.00, 0.00], [-0.33, 0.37, -0.58]],
  "de_lowest_ev": 1.332,
  "charge": 4,
  "gap_ev": 5.497
}

=====

no.,maximum force (eV/A)
1,1.9
2,3.9
3,0.5
4,3.7